A structure of composition C29H30NO3Tl at a distorted geometry. Source: the OMol25 dataset; level of theory: the ωB97M-V functional and the def2-TZVPD basis.

Calculated values
F_max = 2.87 eV Å⁻¹
HOMO level (spin up / spin down) = -6.8 / -6.3 eV
ΔE to the lowest compared entry with this formula, charge and spin = 1.831 eV

```
! RIJCOSX wB97M-V def2-TZVPD def2/J DEFGRID3
* xyz 0 1
C -2.365 1.302 -0.130
C -1.445 2.013 -0.944
C -0.844 1.090 -1.838
H -1.240 3.079 -0.892
C -1.389 -0.199 -1.576
C -2.334 -0.066 -0.523
H -1.176 -1.116 -2.122
C 0.548 1.502 2.871
C 0.166 2.480 1.908
C 1.169 2.538 0.908
H -0.741 3.072 1.925
C 2.174 1.571 1.240
C 1.809 0.983 2.491
H -0.124 1.339 -2.612
H -2.941 -0.873 -0.124
H -2.983 1.746 0.642
H 2.390 0.211 2.998
H 1.177 3.176 0.027
H -0.023 1.201 3.739
Tl 0.090 -2.611 0.823
C 3.058 0.818 0.266
C 4.286 0.207 0.955
C 3.491 1.709 -0.900
H 4.815 1.001 1.504
H 4.960 -0.194 0.187
H 4.035 -0.611 1.641
H 3.916 2.640 -0.482
H 2.637 1.940 -1.561
H 4.255 1.166 -1.482
C 2.061 -0.274 -0.263
C 2.571 -1.575 -0.801
H 1.391 0.193 -1.006
H 1.402 -0.534 0.580
O 2.519 -2.607 -0.089
N 2.893 -1.571 -2.168
C 1.709 -1.908 -3.036
H 3.628 -2.265 -2.316
C 1.301 -0.816 -3.991
C 0.085 -0.991 -4.673
H -0.463 -1.933 -4.537
C -0.399 0.007 -5.520
H -1.362 -0.137 -6.015
C 0.361 1.163 -5.748
H -0.015 1.937 -6.424
C 1.593 1.311 -5.102
H 2.201 2.190 -5.294
C 2.074 0.327 -4.223
H 3.056 0.419 -3.754
H 0.839 -2.162 -2.387
H 1.921 -2.844 -3.588
O -2.141 0.400 2.555
C -2.466 -0.800 2.675
O -2.102 -1.816 1.973
C -3.454 -1.142 3.764
C -3.738 -2.484 4.067
C -4.667 -2.818 5.060
C -5.342 -1.808 5.771
C -5.063 -0.460 5.477
C -4.125 -0.137 4.490
H -3.223 -3.265 3.505
H -4.863 -3.873 5.267
H -6.078 -2.075 6.535
H -5.583 0.333 6.017
H -3.897 0.902 4.262
*
```